Entry from the Open Molecules 2025 dataset: an isolated molecule of C5H6O at a distorted geometry (the ωB97M-V functional and the def2-TZVPD basis).

```
12
Properties=species:S:1:pos:R:3:forces:R:3
C 1.6811 -1.0374 0.4620 0.186 -0.533 0.591
C 1.5252 0.0843 -0.2352 -0.778 -0.637 0.580
C 0.2367 0.3635 -0.3148 -0.078 0.683 -0.482
C -0.9546 -0.1347 -1.0525 -0.003 0.161 -0.424
O -1.8132 0.6450 -0.1985 -0.448 0.132 -0.060
C -0.6963 1.0519 0.6172 0.032 0.408 -0.007
H 2.5468 -1.4739 0.9149 0.707 -0.150 -0.333
H 0.7197 -1.5060 0.7048 0.678 -0.628 0.527
H -0.9668 0.1283 -2.1094 -0.399 0.095 -0.089
H -1.1426 -1.2222 -0.9441 0.313 0.340 0.037
H -0.7412 0.6294 1.6389 0.187 0.006 -0.365
H -0.5249 2.1278 0.6761 -0.397 0.123 0.025
```
Positions in Å, forces in eV/Å.

Output
Charge: 0
LUMO level, eV: 0.09
Kohn-Sham gap, eV: 9.2
Energy, hartree: -269.16680
F_max, Eh/bohr: 0.023
Energy relative to the best compared isomer or geometry (same formula, charge and spin), kJ/mol: 471.12

=====

Entry from the Open Molecules 2025 dataset: an isolated molecule of C7H12N3O2P at a distorted geometry (the ωB97M-V functional and the def2-TZVPD basis).

```
25
Properties=species:S:1:pos:R:3:forces:R:3
O 4.1968 0.8063 -0.0692 0.059 -0.104 -0.164
C 3.0324 0.4983 -0.0823 0.211 -0.448 -0.054
C 1.9064 1.1229 0.4546 0.208 1.945 0.021
N 0.6428 1.2194 -0.3609 0.179 0.337 -0.108
C 0.2277 0.2114 -1.4534 -0.024 -0.145 -0.850
N -0.4020 -0.9908 -1.0382 -0.239 -0.013 -0.112
C -1.4259 -0.7231 -0.0514 -0.214 0.073 -0.046
N -0.8877 0.0464 1.0554 -0.297 0.250 -0.118
C -0.5027 1.3376 0.5966 -0.464 0.188 0.437
C 0.2159 -0.6563 1.6750 0.694 -0.350 0.136
P 1.6857 -1.4671 0.6803 -1.087 -1.616 0.845
C 0.4812 -2.0745 -0.6326 0.612 -0.178 0.273
O 2.6118 -0.7871 -0.5114 0.408 0.637 -0.383
H 2.0986 2.1337 0.8193 -0.116 -0.133 0.045
H 0.7277 2.0968 -0.8797 -0.174 -0.134 0.017
H 1.1063 -0.0197 -2.0560 -0.099 0.184 0.147
H -0.4965 0.7767 -2.0567 0.129 0.079 0.198
H -2.2418 -0.1571 -0.5155 0.053 -0.028 0.066
H -1.8213 -1.6659 0.3272 0.008 0.028 -0.063
H -1.3519 1.8144 0.0930 0.154 -0.040 -0.046
H -0.1786 1.9524 1.4406 0.087 -0.021 -0.238
H 0.6451 -0.0233 2.4528 0.069 -0.152 -0.109
H -0.1894 -1.5534 2.1557 -0.059 -0.214 0.018
H -0.1293 -2.9059 -0.2852 -0.027 -0.043 -0.030
H 1.0637 -2.3982 -1.4986 -0.071 -0.103 0.117
```
Positions in Å, forces in eV/Å.

Output
Charge: 0
LUMO level, eV: 0.16
Kohn-Sham gap, eV: 7.6
Energy, hartree: -929.92306
F_max, Eh/bohr: 0.041
Energy relative to the best compared isomer or geometry (same formula, charge and spin), kJ/mol: 45.93

=====

Entry from the Open Molecules 2025 dataset: a cluster of 2 separate species, C9H11O3 in total at a distorted geometry (the ωB97M-V functional and the def2-TZVPD basis).

```
23
Properties=species:S:1:pos:R:3:forces:R:3
C 1.8700 -1.5876 -0.6021 0.680 0.236 1.365
C -0.0586 0.4998 2.5518 0.879 -0.055 0.559
C 0.6204 -0.6939 2.8536 -0.545 -0.178 -0.841
C 0.2066 1.1597 1.3718 0.024 -0.039 -2.975
C 1.2965 -1.3732 1.8081 -1.776 1.384 2.110
C 0.8092 0.4809 0.2841 -0.755 -1.282 2.117
C 1.2373 -0.8241 0.5550 1.488 -0.421 -1.994
O -1.0326 1.0650 3.3488 0.185 0.107 0.657
H -0.6461 1.4329 4.1530 -0.053 -0.160 -0.039
H 0.4868 -1.2455 3.7859 -0.104 0.515 -0.064
H -0.2074 2.1221 1.0724 -0.271 -0.092 0.834
H 1.6015 -2.3574 2.1135 0.559 -0.320 -0.710
H 0.7157 0.7580 -0.7653 0.519 0.491 0.630
H 2.8085 -1.0523 -0.7779 -0.071 -0.171 -0.590
H 1.2340 -1.5937 -1.4721 -0.059 -0.195 -0.355
H 2.1722 -2.5850 -0.2533 -0.371 0.088 -0.463
C -2.0349 0.8510 -3.4919 -0.443 0.883 -0.100
C -1.5680 0.6591 -2.0849 -2.065 -3.348 0.068
O -1.0467 1.7137 -1.5925 0.511 0.560 0.744
O -1.8389 -0.3417 -1.3861 1.118 2.161 -0.889
H -3.0249 1.2926 -3.3454 -0.026 0.090 -0.155
H -2.1770 0.0146 -4.1644 0.390 -0.536 0.469
H -1.4236 1.6048 -3.9620 0.185 0.281 -0.377
```
Positions in Å, forces in eV/Å.

Output
Charge: 0
LUMO level (spin up / spin down), eV: 0.74 / -3.40
<S²>: 0.7550
Kohn-Sham gap (spin up / spin down), eV: 9.2 / 5.1
2S+1: 2
Energy, hartree: -575.15680
F_max, Eh/bohr: 0.076
Energy relative to the best compared isomer or geometry (same formula, charge and spin), kJ/mol: 200.61

=====

Entry from the Open Molecules 2025 dataset: a cluster of 21 separate species, C27H19BCl80OSi in total at a distorted geometry (the ωB97M-V functional and the def2-TZVPD basis).

```
129
Properties=species:S:1:pos:R:3:forces:R:3
C -3.6458 -0.0822 -1.6183 0.645 -0.814 0.155
C -2.9870 -1.4735 -1.9787 -1.158 1.017 0.094
O -1.8094 -1.7269 -1.1855 -0.445 0.122 -1.657
C -0.7389 -1.9332 -2.1228 0.858 -0.689 0.594
B 0.6214 -2.4487 -1.4244 -1.895 0.202 0.978
C 0.4648 -3.2260 -0.0340 0.097 -0.811 -0.879
Si 2.2975 -2.1010 -2.3794 1.578 -0.194 -0.829
C 2.9009 -0.2901 -2.2806 0.235 0.019 -0.341
C 3.7666 -3.1885 -1.7592 0.020 0.436 -0.321
C 1.9644 -2.5502 -4.2280 -0.529 -0.014 1.045
H -3.9266 0.3934 -2.5739 -0.051 0.059 0.609
H -2.8688 0.5095 -1.0960 -0.471 -0.118 -0.367
H -4.5388 -0.1808 -0.9635 0.899 0.101 -0.395
H -2.7215 -1.4194 -3.0533 -0.033 -0.162 0.584
H -3.7585 -2.2756 -1.8769 0.905 0.450 -0.046
H -1.0470 -2.7869 -2.7894 0.451 0.459 0.114
H -0.5842 -1.0470 -2.7831 -0.237 -0.383 0.364
H -0.5008 -3.7770 0.0247 0.368 0.613 0.040
H 1.2456 -4.0201 -0.0161 -0.231 0.613 0.465
H 0.5438 -2.5718 0.8558 0.101 -0.311 -0.400
H 3.7063 -0.2028 -1.5220 -0.664 0.091 -0.202
H 2.0967 0.4522 -2.1183 0.504 -0.291 0.016
H 3.3952 -0.0633 -3.2534 -0.369 -0.048 0.515
H 3.4710 -3.8411 -0.9175 0.231 0.094 -0.511
H 4.1534 -3.7621 -2.6275 -0.233 -0.022 0.647
H 4.6132 -2.5566 -1.4233 -0.529 -0.275 -0.053
H 1.8703 -3.6563 -4.2549 0.232 0.564 -0.324
H 2.7410 -2.1625 -4.9069 -0.513 -0.312 0.249
H 0.9554 -2.1428 -4.4572 0.684 -0.112 -0.280
C 1.3820 -4.5675 4.1619 -0.061 -0.035 0.017
Cl -0.2488 -4.6917 3.4752 0.282 0.058 0.066
Cl 1.4586 -3.1662 5.2444 -0.012 -0.103 -0.095
Cl 1.7488 -6.0400 5.0779 -0.031 0.121 -0.071
Cl 2.5719 -4.3731 2.8648 -0.110 -0.009 0.101
C 7.5296 -1.5186 -2.5525 -0.014 -0.184 0.152
Cl 9.2153 -1.3431 -3.0619 -0.213 0.042 0.121
Cl 7.3766 -3.0370 -1.6601 -0.229 0.330 0.099
Cl 7.0259 -0.1707 -1.4886 -0.192 -0.651 -0.102
Cl 6.4779 -1.5566 -3.9800 0.087 0.068 0.130
C 10.0417 -6.3603 -2.8626 -0.017 0.033 -0.104
Cl 9.8196 -4.6017 -2.8960 -0.022 -0.721 -0.223
Cl 8.6975 -7.1003 -1.9740 0.106 0.066 -0.059
Cl 10.0816 -6.9932 -4.5180 -0.059 0.009 0.408
Cl 11.5708 -6.7588 -2.0580 -0.111 0.006 -0.069
C 2.6786 -2.0880 -8.6385 -0.029 0.006 -0.020
Cl 1.1773 -1.3712 -8.0290 0.142 -0.065 -0.047
Cl 2.3457 -3.7083 -9.2719 0.036 0.157 0.070
Cl 3.3375 -1.0712 -9.9311 -0.062 -0.096 0.127
Cl 3.8552 -2.2013 -7.3184 0.012 -0.002 -0.238
C 10.6452 -3.6880 -6.6590 0.038 -0.035 0.003
Cl 9.1220 -2.9854 -6.0962 0.126 -0.062 -0.078
Cl 10.3354 -5.3209 -7.2717 0.095 0.252 -0.232
Cl 11.3090 -2.6843 -7.9600 -0.045 -0.090 0.127
Cl 11.8106 -3.7666 -5.3197 -0.031 0.108 -0.404
C 10.0364 2.9143 -3.1343 -0.077 -0.081 -0.059
Cl 8.7898 1.8357 -2.4833 0.443 0.691 -0.207
Cl 9.8866 2.9715 -4.9063 0.033 -0.310 0.452
Cl 9.8320 4.5284 -2.4333 0.035 -0.185 -0.082
Cl 11.6381 2.2856 -2.7017 -0.111 0.044 -0.048
C -3.9059 -3.3186 1.7686 0.142 0.099 0.074
Cl -5.1554 -2.8069 2.9178 0.062 -0.035 -0.066
Cl -2.5728 -2.1622 1.7875 -0.152 -0.115 0.139
Cl -3.3158 -4.9284 2.2268 0.004 0.202 -0.132
Cl -4.5976 -3.3734 0.1405 0.030 -0.179 0.636
C 8.4647 6.5154 -6.0359 0.065 0.026 0.022
Cl 8.5783 7.8896 -7.1493 -0.021 -0.123 0.095
Cl 10.0825 6.0854 -5.4575 -0.162 0.489 -0.263
Cl 7.4436 6.9565 -4.6562 0.092 -0.057 -0.117
Cl 7.7480 5.1316 -6.8805 0.051 0.125 0.061
C 11.5671 -2.5970 0.7260 -0.090 -0.140 0.076
Cl 10.2108 -2.2041 1.7964 0.191 0.013 -0.138
Cl 13.0443 -2.7905 1.6869 -0.129 0.035 -0.095
Cl 11.2062 -4.1109 -0.1228 0.265 0.367 0.376
Cl 11.7943 -1.2902 -0.4504 -0.030 -0.116 0.119
C -6.9425 -1.9576 -3.0409 -0.064 0.121 -0.009
Cl -8.6066 -2.0721 -3.6378 0.164 0.008 0.059
Cl -6.7882 -0.5748 -1.9499 -0.476 -0.168 -0.189
Cl -6.5296 -3.4342 -2.1589 -0.229 -0.034 -0.346
Cl -5.8366 -1.7504 -4.4104 -0.070 -0.043 0.104
C 7.6779 0.6114 3.6418 0.041 0.096 -0.002
Cl 7.7094 0.3291 1.8937 -0.021 0.013 0.141
Cl 8.1487 2.2837 3.9793 0.134 -0.306 -0.085
Cl 6.0381 0.3283 4.2552 0.103 0.005 -0.034
Cl 8.8061 -0.4980 4.4402 -0.139 0.107 -0.037
C 5.9256 5.5732 4.9651 -0.077 -0.119 -0.063
Cl 4.9208 6.7160 4.0575 0.108 -0.102 0.091
Cl 7.6095 5.7128 4.4268 -0.118 0.027 0.059
Cl 5.8308 5.9499 6.6975 0.183 0.031 -0.167
Cl 5.3500 3.9220 4.6812 0.187 0.318 -0.061
C 1.6325 3.6480 6.1300 -0.007 0.135 -0.043
Cl 0.3908 4.3959 5.1051 0.600 -0.195 -0.140
Cl 2.8724 4.8533 6.5239 -0.533 -0.194 0.126
Cl 0.9026 3.0465 7.6277 0.093 0.014 -0.158
Cl 2.3702 2.2917 5.2574 -0.095 0.063 0.066
C -8.3949 1.7257 1.1695 -0.020 -0.034 -0.015
Cl -8.8001 2.8270 2.4962 0.046 -0.047 -0.359
Cl -9.8562 0.8633 0.6656 0.399 -0.004 -0.005
Cl -7.7515 2.6542 -0.1986 -0.037 -0.116 0.114
Cl -7.1777 0.5601 1.7205 -0.069 0.097 -0.060
C -14.1245 1.0205 0.6843 0.059 0.049 0.079
Cl -15.4062 1.8436 -0.2261 0.100 -0.162 0.019
Cl -12.7808 2.1380 0.9660 -0.241 -0.229 -0.063
Cl -14.7687 0.4681 2.2395 0.057 0.066 -0.150
Cl -13.5439 -0.3732 -0.2444 -0.047 0.114 0.067
C -14.4812 5.9381 2.4545 -0.092 -0.013 -0.031
Cl -15.7127 6.4067 3.6397 0.136 -0.034 -0.088
Cl -12.9392 5.6550 3.2839 -0.074 0.023 -0.072
Cl -14.9860 4.4559 1.6268 -0.097 0.435 0.181
Cl -14.2776 7.2373 1.2690 -0.110 -0.155 0.104
C -10.5178 2.0362 6.2837 0.032 -0.021 0.025
Cl -11.5327 3.2257 5.4490 0.069 -0.111 0.043
Cl -8.8773 2.0877 5.6166 -0.160 -0.050 0.329
Cl -10.4671 2.4122 8.0147 -0.012 -0.029 -0.166
Cl -11.1975 0.4170 6.0497 0.061 0.151 0.007
C -3.1012 3.5460 6.8927 0.013 0.058 0.026
Cl -4.7614 4.1598 6.9818 0.125 -0.065 -0.015
Cl -2.8267 2.3975 8.2145 -0.018 0.101 -0.116
Cl -2.8595 2.7257 5.3404 -0.026 0.060 0.145
Cl -1.9623 4.8959 7.0352 -0.626 -0.043 0.275
C -6.7409 -6.6538 3.6808 0.015 0.016 -0.027
Cl -7.4017 -5.3316 4.6578 0.058 -0.127 -0.085
Cl -6.6031 -6.1293 1.9928 -0.084 -0.087 0.168
Cl -5.1405 -7.1018 4.2994 -0.204 0.011 -0.031
Cl -7.8219 -8.0546 3.7758 0.099 0.125 -0.007
C -11.6974 10.0672 2.1065 0.003 -0.032 0.024
Cl -12.9700 10.9047 1.2010 0.101 -0.079 0.075
Cl -10.3494 11.1796 2.3982 -0.132 -0.100 -0.029
Cl -12.3474 9.5068 3.6568 0.058 0.054 -0.142
Cl -11.1254 8.6772 1.1694 0.056 0.163 0.081
```
Positions in Å, forces in eV/Å.

Output
Charge: 0
LUMO level, eV: -0.13
Kohn-Sham gap, eV: 9.3
Energy, hartree: -38244.83139
F_max, Eh/bohr: 0.042

=====

Entry from the Open Molecules 2025 dataset: a structure of composition C4HBeO2 at a distorted geometry (the ωB97M-V functional and the def2-TZVPD basis).

```
8
Properties=species:S:1:pos:R:3:forces:R:3
O -0.5538 -0.5123 -1.3270 0.793 0.657 -0.100
C -1.3288 -1.3076 2.3624 0.279 0.353 -0.529
C -1.0091 -0.6562 1.3322 -1.696 0.316 -0.497
C -0.7711 0.0623 0.1744 4.774 -0.256 0.663
C 0.4018 0.5606 -0.2508 -7.886 -1.717 1.371
O 1.4974 1.0604 -0.1439 -5.692 4.148 0.054
Be 2.6593 0.6051 -0.2482 9.948 -3.262 -0.773
H -0.8956 0.1877 -1.8990 -0.519 -0.238 -0.189
```
Positions in Å, forces in eV/Å.

Output
Charge: 0
LUMO level (spin up / spin down), eV: -1.15 / -1.66
<S²>: 0.7515
Kohn-Sham gap (spin up / spin down), eV: 7.1 / 6.6
2S+1: 2
Energy, hartree: -317.85614
F_max, Eh/bohr: 0.204
Energy relative to the best compared isomer or geometry (same formula, charge and spin), kJ/mol: 230.48